[1]
Molecular formula: C16H19ClIN3O2PTl
Method: DFT, wB97M-V/def2-TZVPD

CARTESIAN COORDINATES (ANGSTROEM)
C -0.45 1.78 -8.62
C -0.84 2.09 -7.20
H -0.79 2.59 -9.27
H -0.92 0.84 -8.94
H 0.64 1.68 -8.70
O -1.42 3.07 -6.79
I -0.27 0.58 -5.74
Tl -0.39 0.41 -1.67
P -2.74 -1.07 -1.38
C -4.22 -0.57 -0.45
C -3.26 -1.00 -3.13
H -1.70 -3.24 -1.60
H -3.46 -3.42 -1.32
H -2.36 -3.02 0.03
C -2.56 -2.86 -1.04
H -2.43 -1.32 -3.77
H -4.13 -1.64 -3.33
H -5.10 -1.18 -0.69
H -4.46 0.47 -0.65
H -3.50 0.03 -3.42
H -4.03 -0.67 0.63
C -1.92 1.72 0.24
O -2.11 2.03 1.33
Cl 0.59 -1.60 -2.85
N 6.17 1.73 7.44
C 5.39 1.41 6.62
C 4.43 1.00 5.64
C 4.53 1.48 4.32
C 3.59 1.07 3.37
C 2.56 0.21 3.78
C 2.47 -0.28 5.08
C 3.41 0.12 6.02
N 1.58 -0.19 2.86
C 0.46 -1.00 3.12
C -0.21 -1.11 1.93
N 0.47 -0.40 0.95
C 1.56 0.13 1.52
H 5.33 2.16 4.04
H 3.63 1.42 2.34
H 1.66 -0.96 5.34
H 3.34 -0.25 7.04
H 0.28 -1.42 4.09
H -1.15 -1.59 1.72
H 2.32 0.77 1.10

Output
gap between HOMO and LUMO (alpha / beta)	2.14 / 3.00	eV
charge	+2
ΔE to the lowest compared entry with this formula, charge and spin	2.444	eV

***

[2]
Molecular formula: C5H5N5O4
Method: DFT, wB97M-V/def2-TZVPD

CARTESIAN COORDINATES (ANGSTROEM)
N 2.46 -1.10 -3.26
C 1.47 -1.25 -2.69
N 0.35 -1.35 -1.94
C -0.08 -0.43 -0.81
N 0.47 0.81 -0.99
C 0.59 1.79 -0.15
O 0.82 1.80 1.16
N 0.13 -1.10 0.45
C -0.81 -0.85 1.43
O -0.66 -1.24 2.54
C -1.78 0.16 1.06
N -2.17 0.36 -0.16
O -3.12 0.97 -0.60
O -1.51 -0.51 -1.06
H -0.23 -2.16 -2.21
H 0.85 2.80 -0.61
H 0.86 0.92 1.69
H 0.61 -1.98 0.48
H -2.38 0.78 1.67

Output
gap between HOMO and LUMO	9.38	eV
charge	0
ΔE to the lowest compared entry with this formula, charge and spin	1.096	eV

***

[3]
Molecular formula: C2H4ClP
Method: DFT, wB97M-V/def2-TZVPD

CARTESIAN COORDINATES (ANGSTROEM)
C 0.05 1.10 -0.36
C 0.40 0.05 -1.12
P -1.54 -1.72 1.99
Cl 0.40 -1.66 2.34
H -0.52 1.93 -0.65
H 0.23 1.27 0.71
H 0.83 -0.88 -0.72
H 0.15 -0.09 -2.19

Output
gap between HOMO and LUMO (alpha / beta)	6.99 / 7.06	eV
charge	0
ΔE to the lowest compared entry with this formula, charge and spin	2.323	eV

***

[4]
Molecular formula: CH4FOPS
Method: DFT, wB97M-V/def2-TZVPD

CARTESIAN COORDINATES (ANGSTROEM)
C -0.24 -1.05 0.74
P 0.50 0.65 0.56
O 0.54 1.17 -0.82
S 1.22 1.60 1.99
H 0.59 -1.53 1.09
H -0.90 -1.05 1.50
H -0.81 -1.42 -0.14
F -0.77 0.64 -2.77
H -0.14 0.98 -2.16

Output
gap between HOMO and LUMO	9.82	eV
charge	0
ΔE to the lowest compared entry with this formula, charge and spin	1.645	eV

***

[5]
Molecular formula: C46H42ClGaN4O5S
Method: DFT, wB97M-V/def2-TZVPD

CARTESIAN COORDINATES (ANGSTROEM)
Ga 0.22 -0.42 0.70
O 1.97 -0.40 0.07
C 2.82 0.66 -0.30
C 2.00 1.70 -1.08
C 0.99 2.43 -0.24
C 0.97 3.81 -0.17
C -0.05 4.44 0.53
C -1.05 3.67 1.08
C -0.99 2.29 0.98
C -2.13 1.41 1.40
C -2.51 0.41 0.26
O -1.52 -0.57 0.11
C -3.80 -0.34 0.63
C -4.87 -0.48 -0.25
C -5.98 -1.24 0.09
C -6.03 -1.88 1.31
C -4.96 -1.77 2.19
C -3.85 -1.01 1.85
C -2.68 1.22 -1.03
C -1.93 0.92 -2.16
C -2.06 1.68 -3.32
C -2.95 2.74 -3.37
C -3.71 3.05 -2.25
C -3.57 2.29 -1.09
N 0.06 1.70 0.39
C 3.49 1.38 0.87
C 3.01 1.33 2.16
C 3.59 2.09 3.17
C 4.66 2.93 2.88
C 5.15 2.99 1.58
C 4.57 2.22 0.59
C 3.88 -0.02 -1.17
C 4.83 -0.83 -0.54
C 5.72 -1.58 -1.28
C 5.69 -1.54 -2.67
C 4.76 -0.74 -3.30
C 3.86 0.02 -2.56
H 1.45 1.18 -1.87
H 2.67 2.43 -1.55
H 1.75 4.38 -0.67
H -0.08 5.52 0.60
H -1.91 4.12 1.56
H -2.98 2.05 1.63
H -1.91 0.83 2.30
H -4.84 0.01 -1.22
H -6.80 -1.34 -0.62
H -6.90 -2.47 1.58
H -4.98 -2.27 3.14
H -3.01 -0.97 2.53
H -1.25 0.08 -2.12
H -1.47 1.43 -4.19
H -3.05 3.33 -4.27
H -4.41 3.87 -2.27
H -4.19 2.53 -0.23
H 2.19 0.66 2.41
H 3.21 2.03 4.18
H 5.11 3.52 3.67
H 5.99 3.62 1.35
H 4.97 2.26 -0.42
H 4.85 -0.86 0.54
H 6.44 -2.21 -0.77
H 6.40 -2.13 -3.24
H 4.74 -0.69 -4.39
H 3.14 0.63 -3.08
C -2.81 -5.65 1.21
C -1.64 -5.20 2.08
C -0.69 -4.33 1.34
N -0.62 -3.06 1.48
N 0.30 -2.47 0.66
C 0.94 -3.31 -0.11
N 1.89 -2.95 -0.99
S 0.42 -4.94 0.12
H -3.53 -6.22 1.80
H -2.48 -6.27 0.38
H -3.33 -4.78 0.80
H -1.11 -6.07 2.49
H -1.99 -4.61 2.93
H 2.22 -1.99 -0.88
H 2.50 -3.64 -1.38
C 1.74 -3.40 6.22
C 2.18 -3.42 4.78
C 2.47 -4.63 4.17
C 2.94 -4.67 2.87
Cl 3.29 -6.21 2.13
C 3.16 -3.51 2.16
C 2.85 -2.29 2.74
C 2.34 -2.25 4.04
O 2.10 -1.00 4.57
C 0.74 -0.72 4.89
C -0.22 -0.59 3.71
O -1.40 -0.76 3.95
O 0.29 -0.23 2.58
H 2.27 -4.17 6.78
H 0.67 -3.60 6.32
H 1.96 -2.44 6.69
H 2.34 -5.56 4.72
H 3.57 -3.55 1.15
H 2.99 -1.37 2.21
H 0.76 0.24 5.40
H 0.31 -1.45 5.57

Output
gap between HOMO and LUMO	8.91	eV
charge	0

***

[6]
Molecular formula: C7H19BrN3
Method: DFT, wB97M-V/def2-TZVPD

CARTESIAN COORDINATES (ANGSTROEM)
C 2.95 0.60 1.17
C -1.06 -2.10 1.29
C -2.34 2.53 -0.33
C 1.55 0.83 0.45
C -0.99 -1.91 -0.23
C 0.91 -0.46 0.01
C -2.09 1.22 0.32
N 1.97 -0.72 -1.82
N -0.28 -0.61 -0.42
N -0.89 0.52 -0.82
Br -3.70 0.11 0.46
H 3.24 1.64 1.51
H 3.58 0.23 0.36
H 2.93 -0.11 1.98
H -1.64 -3.03 1.42
H 0.03 -2.28 1.64
H -1.63 -1.26 1.67
H -3.18 2.38 -1.22
H -2.72 3.21 0.42
H -1.50 2.96 -0.87
H 0.91 1.44 1.23
H 1.56 1.60 -0.31
H -0.64 -2.74 -0.75
H -1.94 -1.79 -0.67
H 1.37 -1.35 0.31
H -1.53 1.28 1.24
H 2.81 -1.22 -1.51
H 2.19 0.10 -2.34
H -1.45 0.25 -1.63
H 1.58 -1.30 -2.56

Output
gap between HOMO and LUMO	9.96	eV
charge	+1
ΔE to the lowest compared entry with this formula, charge and spin	0.000	eV

***

[7]
Molecular formula: C9H10NP
Method: DFT, wB97M-V/def2-TZVPD

CARTESIAN COORDINATES (ANGSTROEM)
C 2.63 -1.01 -0.59
C 1.55 -0.10 -0.01
C 0.56 -0.73 0.63
C -0.68 -0.07 1.12
C -1.81 -1.05 0.84
N -2.65 -1.01 -0.10
C -2.39 0.01 -1.10
C -1.56 1.04 -0.91
C -1.03 1.28 0.47
P 0.44 2.44 0.29
C 1.67 1.34 -0.05
H 2.53 -2.00 -0.39
H 3.52 -0.60 -0.20
H 2.49 -0.84 -1.61
H 0.60 -1.75 0.83
H -0.69 -0.04 2.17
H -1.83 -1.96 1.48
H -2.85 -0.40 -2.08
H -1.18 1.70 -1.67
H -1.86 1.86 1.19
H 2.53 1.88 -0.31

Output
gap between HOMO and LUMO	8.14	eV
charge	0
ΔE to the lowest compared entry with this formula, charge and spin	1.677	eV

***

[8]
Molecular formula: C5H14
Method: DFT, wB97M-V/def2-TZVPD

CARTESIAN COORDINATES (ANGSTROEM)
C 0.12 1.05 -2.49
C 0.31 -0.23 -1.64
C 1.50 -0.11 -0.65
H -0.37 1.14 -3.49
H 1.05 1.60 -2.74
H -0.66 1.73 -1.93
H -0.74 -0.45 -1.11
H 0.59 -1.13 -2.16
H 1.39 0.90 -0.04
H 1.38 -0.99 0.07
H 2.43 0.00 -1.24
C -1.51 -0.17 1.96
C -0.26 -0.82 2.32
H -2.34 -0.89 2.17
H -1.77 0.84 2.59
H -1.38 0.21 0.96
H 0.36 -0.14 2.04
H -0.02 -1.78 1.95
H -0.09 -0.76 3.40

Output
gap between HOMO and LUMO	12.12	eV
charge	0
ΔE to the lowest compared entry with this formula, charge and spin	2.084	eV

***

[9]
Molecular formula: C5H14
Method: DFT, wB97M-V/def2-TZVPD

CARTESIAN COORDINATES (ANGSTROEM)
C -1.56 -0.61 1.62
C -1.19 0.81 1.15
C -2.15 1.31 0.04
H -1.08 -1.32 0.97
H -2.64 -0.72 1.53
H -1.20 -0.77 2.64
H -1.18 1.57 1.94
H -0.18 0.84 0.75
H -2.74 0.52 -0.42
H -2.81 2.07 0.47
H -1.62 1.77 -0.80
C 1.97 -1.34 -1.00
C 2.61 -0.04 -1.45
H 2.62 -2.19 -1.18
H 1.63 -1.27 0.02
H 1.09 -1.58 -1.62
H 1.96 0.84 -1.40
H 3.01 -0.10 -2.46
H 3.45 0.23 -0.81

Output
gap between HOMO and LUMO	12.46	eV
charge	0
ΔE to the lowest compared entry with this formula, charge and spin	0.285	eV

***

[10]
Molecular formula: C5H11NO
Method: DFT, wB97M-V/def2-TZVPD

CARTESIAN COORDINATES (ANGSTROEM)
C -2.22 0.53 -0.41
C -1.36 -0.62 0.09
N 0.05 -0.29 0.25
C 0.43 0.66 1.29
C 0.89 -0.55 -0.80
C 2.38 -0.41 -0.54
O 0.47 -0.94 -1.88
H -3.23 0.17 -0.63
H -1.80 0.94 -1.33
H -2.30 1.33 0.33
H -1.39 -1.45 -0.63
H -1.73 -0.99 1.05
H -0.42 0.79 1.97
H 1.28 0.32 1.87
H 0.66 1.65 0.87
H 2.89 -1.01 -1.30
H 2.66 -0.77 0.45
H 2.72 0.63 -0.64

Output
gap between HOMO and LUMO	10.02	eV
charge	0
ΔE to the lowest compared entry with this formula, charge and spin	0.424	eV

***

[11]
Molecular formula: C6H15ClN2
Method: DFT, wB97M-V/def2-TZVPD

CARTESIAN COORDINATES (ANGSTROEM)
C -3.36 1.06 -0.54
N -1.89 1.09 -0.45
C -1.28 1.92 0.61
N -1.04 0.74 -1.35
Cl -0.89 2.16 -2.74
H -3.80 -0.01 -0.66
H -3.50 1.42 0.45
H -3.77 1.76 -1.23
H -0.98 2.95 0.15
H -2.02 2.22 1.38
H -0.43 1.39 0.95
H -1.29 -0.07 -1.95
C 1.51 -0.42 1.47
C 2.03 -1.20 0.51
C 1.74 -1.02 -0.91
C 2.65 -2.54 1.00
H 1.50 -0.63 2.61
H 1.06 0.62 1.23
H 2.71 -0.75 -1.36
H 1.40 -1.94 -1.27
H 1.11 -0.20 -1.13
H 3.65 -2.32 1.32
H 2.13 -3.03 1.79
H 2.78 -3.21 0.10

Output
gap between HOMO and LUMO	9.34	eV
charge	0
ΔE to the lowest compared entry with this formula, charge and spin	2.546	eV

***

[12]
Molecular formula: C2H6O2S2
Method: DFT, wB97M-V/def2-TZVPD

CARTESIAN COORDINATES (ANGSTROEM)
O -2.33 -0.40 -1.33
C -1.56 0.46 -1.62
O -0.35 0.24 -2.16
H -1.71 1.54 -1.56
H 0.01 -0.62 -1.89
C 0.72 0.70 1.51
S 1.99 -0.23 0.64
S 0.95 -1.87 0.03
H -0.12 1.04 0.90
H 0.30 0.10 2.32
H 1.16 1.58 1.97
H 0.95 -2.53 1.19

Output
gap between HOMO and LUMO	9.89	eV
charge	0
ΔE to the lowest compared entry with this formula, charge and spin	0.237	eV